[1]
164
Properties=species:S:1:pos:R:3 method="wB97M-V/def2-TZVPD" total_charge=0 multiplicity=1 e_homo_ev=-7.039 gap_ha=0.264 largest_force_ha_per_bohr=0.3335 e_lumo_ev=0.15 e_above_lowest_kj_mol=4140.4 energy_ha=-7450.7120
C -0.755 -2.541 1.143
O -2.136 -2.568 1.594
P -3.342 -3.145 0.706
O -3.135 -4.285 -0.226
O -4.521 -3.459 1.753
C -5.196 -2.544 2.535
O -4.018 -1.802 0.093
C -3.601 -1.186 -1.124
H -0.142 -2.943 1.950
H -0.447 -1.502 1.032
H -0.597 -2.964 0.151
H -6.139 -2.597 1.991
H -4.953 -1.483 2.473
H -5.268 -2.756 3.602
H -4.366 -0.973 -1.871
H -2.792 -1.728 -1.613
H -3.393 -0.138 -0.913
C 2.313 0.311 -1.635
O 0.921 0.669 -1.473
P -0.274 -0.238 -0.815
O -1.626 0.384 -0.904
O 0.193 -0.473 0.739
C 0.171 0.510 1.726
O -0.121 -1.691 -1.429
C -0.216 -1.865 -2.818
H 3.028 0.895 -1.056
H 2.408 0.431 -2.714
H 2.583 -0.704 -1.345
H 0.981 1.113 1.313
H 0.497 0.110 2.686
H -0.804 0.996 1.762
H -0.085 -1.064 -3.546
H -1.163 -2.241 -3.207
H 0.624 -2.508 -3.079
C 4.074 -1.470 -0.552
O 4.154 -2.708 -1.371
P 4.739 -2.679 -2.888
O 6.013 -1.910 -3.086
O 3.546 -2.061 -3.748
C 3.656 -1.868 -5.115
O 4.581 -4.236 -3.273
C 5.631 -4.985 -3.865
H 3.411 -1.383 0.309
H 3.627 -0.756 -1.243
H 5.107 -1.247 -0.287
H 4.716 -1.796 -5.357
H 3.225 -0.914 -5.419
H 3.175 -2.678 -5.663
H 5.826 -5.929 -3.355
H 6.581 -4.503 -4.097
H 5.269 -5.252 -4.858
C -1.833 -2.882 4.363
O -0.874 -1.949 4.959
P -1.408 -0.447 5.332
O -0.310 0.476 5.761
O -2.175 0.141 4.025
C -1.626 -0.009 2.753
O -2.647 -0.711 6.387
C -3.090 0.274 7.269
H -2.887 -2.694 4.568
H -1.892 -3.915 4.705
H -1.757 -2.905 3.276
H -2.249 -0.476 1.989
H -0.687 -0.560 2.767
H -1.428 1.019 2.449
H -3.753 0.892 6.664
H -2.289 0.955 7.557
H -3.517 -0.148 8.178
C -2.341 1.823 -0.191
O -3.432 2.692 -0.103
P -4.114 3.231 1.304
O -4.381 2.296 2.438
O -3.272 4.555 1.691
C -3.521 5.162 2.936
O -5.526 3.832 0.760
C -5.484 4.831 -0.185
H -1.402 2.363 -0.310
H -2.538 1.173 -1.044
H -2.260 1.167 0.675
H -2.641 5.684 3.311
H -3.969 4.457 3.636
H -4.328 5.894 2.887
H -5.972 5.678 0.297
H -6.207 4.650 -0.980
H -4.507 5.037 -0.623
C -1.264 1.025 -2.758
O -1.841 0.959 -4.023
P -3.406 0.685 -4.193
O -3.942 -0.501 -3.460
O -4.027 2.122 -3.707
C -3.655 3.251 -4.369
O -3.428 0.676 -5.875
C -4.732 0.594 -6.351
H -1.853 1.498 -1.972
H -0.243 1.404 -2.791
H -1.004 -0.020 -2.593
H -2.611 3.417 -4.635
H -4.088 4.097 -3.835
H -4.247 3.203 -5.283
H -4.957 1.417 -7.030
H -5.500 0.536 -5.580
H -4.819 -0.265 -7.015
C -2.376 -3.418 -4.456
O -1.118 -3.739 -3.745
P 0.314 -3.720 -4.505
O 0.719 -2.337 -4.897
O 1.181 -4.504 -3.452
C 2.540 -4.130 -3.143
O 0.135 -4.768 -5.774
C -0.517 -6.017 -5.567
H -2.464 -2.355 -4.230
H -3.205 -4.008 -4.065
H -2.223 -3.502 -5.532
H 3.114 -5.008 -3.439
H 2.757 -3.926 -2.095
H 2.866 -3.277 -3.739
H -1.521 -6.016 -5.991
H -0.579 -6.116 -4.483
H 0.151 -6.757 -6.007
C 2.724 4.472 4.294
C 2.449 3.133 4.759
C 1.398 2.640 3.836
S 1.734 3.186 2.079
O 0.630 4.026 1.522
O 2.303 2.044 1.371
C 3.023 4.341 2.808
H 3.543 4.980 4.803
H 1.835 5.057 4.529
H 2.278 3.060 5.833
H 3.381 2.574 4.838
H 0.469 2.960 4.308
H 1.338 1.552 3.798
H 3.192 5.288 2.295
H 3.991 3.850 2.708
C 2.726 -2.648 4.883
C 2.774 -1.087 4.958
C 1.518 -0.452 4.333
S 1.335 -1.555 2.764
O 2.111 -1.061 1.591
O -0.053 -1.868 2.557
C 2.128 -3.012 3.489
H 2.149 -2.981 5.745
H 3.741 -3.020 5.026
H 3.721 -0.776 4.517
H 2.929 -0.837 6.007
H 1.491 0.482 3.772
H 0.639 -0.259 4.947
H 2.827 -3.605 2.898
H 1.413 -3.835 3.476
C 2.659 4.495 -0.481
C 3.869 5.303 0.080
C 5.077 4.732 -0.594
S 4.883 2.899 -0.733
O 5.429 2.273 0.419
O 5.243 2.629 -2.074
C 2.988 3.020 -0.524
H 2.418 4.905 -1.461
H 1.816 4.683 0.185
H 3.894 5.292 1.170
H 3.800 6.363 -0.162
H 6.042 5.217 -0.452
H 4.878 4.886 -1.654
H 2.899 2.438 0.393
H 2.572 2.483 -1.376



[2]
145
Properties=species:S:1:pos:R:3 method="wB97M-V/def2-TZVPD" total_charge=0 multiplicity=1 e_homo_ev=-8.336 gap_ha=0.312 largest_force_ha_per_bohr=0.0568 e_lumo_ev=0.15 energy_ha=-3293.6451
Cs -0.190 0.958 0.043
C 2.480 1.570 -4.740
F 3.111 2.627 -4.208
F 1.983 1.882 -5.933
F 3.471 0.649 -4.846
S 1.136 0.834 -3.643
O 0.692 -0.374 -4.273
O 1.812 0.610 -2.388
O 0.105 1.837 -3.660
C -1.405 -3.058 4.707
C 0.120 -3.081 5.100
C 0.370 -4.411 5.775
O 1.831 -4.323 6.117
C 2.211 -5.331 7.048
N 0.906 -2.851 3.936
H -2.020 -3.039 5.599
H -1.648 -3.947 4.117
H -1.665 -2.175 4.121
H 0.330 -2.317 5.801
H 0.198 -5.158 5.022
H -0.273 -4.488 6.652
H 3.230 -5.116 7.341
H 2.158 -6.356 6.643
H 1.560 -5.307 7.957
H 0.569 -3.405 3.155
H 1.898 -3.119 4.128
C -5.238 -0.886 -2.425
C -4.543 0.459 -2.440
C -5.087 1.355 -1.350
O -4.356 2.553 -1.311
C -4.993 3.426 -0.301
N -3.068 0.303 -2.348
H -4.818 -1.471 -3.237
H -6.294 -0.705 -2.579
H -5.072 -1.462 -1.523
H -4.736 0.973 -3.385
H -5.161 0.833 -0.349
H -6.153 1.562 -1.553
H -5.066 2.922 0.622
H -6.032 3.666 -0.562
H -4.403 4.346 -0.299
H -2.773 -0.320 -3.116
H -2.654 1.237 -2.481
C 3.752 2.193 0.173
C 3.877 3.690 0.194
C 5.333 4.161 0.221
O 6.054 3.419 1.176
C 7.457 3.471 1.089
N 3.250 4.341 -0.951
H 4.593 1.828 0.752
H 3.674 1.688 -0.797
H 2.857 1.894 0.671
H 3.351 4.145 0.980
H 5.444 5.209 0.548
H 5.739 4.043 -0.798
H 7.754 4.534 1.260
H 7.798 3.122 0.130
H 7.771 2.835 1.891
H 3.528 3.982 -1.871
H 3.474 5.345 -0.974
C 2.849 -3.809 -2.251
C 2.292 -3.014 -1.076
C 3.118 -1.854 -0.561
O 4.067 -2.346 0.323
C 5.163 -1.505 0.529
N 0.973 -2.511 -1.507
H 2.763 -3.236 -3.146
H 2.239 -4.745 -2.453
H 3.938 -4.088 -2.206
H 2.198 -3.697 -0.279
H 2.416 -1.229 0.033
H 3.567 -1.236 -1.327
H 5.733 -1.362 -0.422
H 5.775 -1.897 1.347
H 4.847 -0.506 0.859
H 1.106 -1.736 -2.186
H 0.492 -3.326 -1.912
C -2.284 -3.983 0.906
C -3.025 -2.838 0.171
C -3.694 -1.990 1.207
O -4.714 -2.692 1.798
C -5.472 -2.020 2.779
N -2.048 -1.967 -0.469
H -1.497 -3.594 1.508
H -1.757 -4.591 0.137
H -2.995 -4.531 1.521
H -3.788 -3.290 -0.489
H -4.030 -1.033 0.802
H -2.895 -1.674 1.876
H -4.851 -1.788 3.665
H -6.250 -2.719 3.105
H -5.829 -1.064 2.361
H -1.067 -2.212 -0.484
H -2.283 -1.237 -1.106
C -2.725 -3.654 -3.605
C -1.552 -2.816 -4.061
C -0.513 -3.647 -4.952
O -0.192 -4.814 -4.237
C 0.457 -5.827 -4.958
N -1.954 -1.619 -4.744
H -2.347 -4.550 -3.077
H -3.379 -3.801 -4.499
H -3.434 -3.089 -2.914
H -1.081 -2.506 -3.146
H 0.366 -3.030 -5.152
H -0.973 -3.924 -5.947
H -0.201 -6.685 -4.946
H 1.481 -6.008 -4.544
H 0.603 -5.572 -6.026
H -1.206 -0.941 -4.913
H -2.328 -1.964 -5.645
C 1.777 2.520 3.489
C 1.341 1.089 3.742
C -0.153 1.117 4.172
O -0.960 1.941 3.309
C -2.313 1.859 3.708
N 1.588 0.173 2.568
H 2.835 2.666 3.575
H 1.353 3.260 4.197
H 1.363 2.818 2.474
H 1.921 0.686 4.615
H -0.141 1.596 5.182
H -0.598 0.097 4.306
H -2.406 2.185 4.755
H -2.729 0.834 3.591
H -2.818 2.642 3.137
H 1.565 -0.759 2.959
H 2.557 0.332 2.222
C 0.237 5.780 0.393
C -0.548 5.150 -0.687
C -0.629 6.109 -1.850
O -1.346 7.251 -1.528
C -1.497 8.029 -2.694
N 0.017 3.804 -0.964
H 1.282 5.637 0.242
H -0.065 5.404 1.384
H 0.092 6.846 0.404
H -1.576 4.956 -0.373
H -1.077 5.601 -2.702
H 0.440 6.299 -2.182
H -2.062 7.444 -3.431
H -0.512 8.362 -3.138
H -2.040 8.940 -2.364
H 1.030 3.880 -0.956
H -0.234 3.419 -1.872



[3]
141
Properties=species:S:1:pos:R:3 method="wB97M-V/def2-TZVPD" total_charge=0 multiplicity=1 e_homo_ev=-8.837 gap_ha=0.335 largest_force_ha_per_bohr=0.0494 e_lumo_ev=0.27 e_above_lowest_kj_mol=333.7 smiles=COC[C@H](C)N.COC[C@H](C)N.COC[C@H](C)N.COC[C@H](C)N.COC[C@H](C)N.CC(C)O.CC(C)O.CC(C)O.OCCO.OCCO energy_ha=-2488.4028
C -6.589 -0.045 -0.256
C -6.395 -0.552 -1.700
C -5.000 -0.447 -2.219
O -4.856 0.854 -2.809
C -3.689 0.851 -3.603
N -6.781 -1.990 -1.663
H -6.456 1.038 -0.252
H -5.923 -0.562 0.433
H -7.630 -0.259 -0.010
H -7.162 -0.069 -2.315
H -4.753 -1.176 -2.999
H -4.266 -0.570 -1.415
H -2.803 0.829 -2.956
H -3.581 1.781 -4.161
H -3.580 -0.015 -4.261
H -6.781 -2.339 -2.615
H -7.693 -2.088 -1.242
C 0.234 -2.750 -6.184
C -1.055 -2.078 -5.757
C -2.270 -2.583 -6.484
O -2.131 -2.596 -7.890
C -2.461 -1.386 -8.531
N -1.261 -2.136 -4.324
H 0.430 -2.508 -7.236
H 0.135 -3.838 -6.122
H 1.148 -2.413 -5.696
H -0.896 -1.014 -5.982
H -3.121 -1.951 -6.189
H -2.583 -3.596 -6.213
H -1.838 -0.576 -8.126
H -3.527 -1.170 -8.422
H -2.150 -1.472 -9.572
H -1.553 -3.040 -3.976
H -0.475 -1.816 -3.776
C -7.142 1.530 3.452
C -5.868 1.931 4.181
C -4.640 1.395 3.455
O -4.388 0.014 3.629
C -3.171 -0.495 3.164
N -5.793 3.387 4.383
H -8.031 1.919 3.938
H -7.106 0.439 3.529
H -7.038 1.810 2.403
H -5.842 1.485 5.182
H -3.733 1.874 3.854
H -4.786 1.628 2.390
H -2.932 -0.209 2.132
H -3.419 -1.560 3.141
H -2.344 -0.254 3.845
H -6.047 3.901 3.544
H -4.803 3.583 4.525
C 2.947 -2.992 2.504
C 2.731 -2.149 1.235
C 3.814 -2.223 0.162
O 5.041 -1.680 0.623
C 6.179 -2.479 0.356
N 1.482 -2.494 0.582
H 3.159 -2.365 3.374
H 3.897 -3.528 2.404
H 2.104 -3.642 2.717
H 2.718 -1.100 1.567
H 3.529 -1.626 -0.710
H 3.869 -3.270 -0.159
H 6.390 -2.474 -0.718
H 6.024 -3.512 0.678
H 7.007 -2.048 0.915
H 1.214 -1.727 -0.041
H 0.711 -2.495 1.244
C 3.743 3.910 1.374
C 4.032 4.409 -0.050
C 5.201 3.708 -0.724
O 5.273 3.951 -2.114
C 6.044 5.090 -2.434
N 2.792 4.032 -0.796
H 2.822 4.330 1.793
H 4.446 4.189 2.160
H 3.591 2.835 1.293
H 4.202 5.488 -0.114
H 5.151 2.630 -0.565
H 6.102 4.020 -0.183
H 7.109 4.898 -2.259
H 5.770 6.034 -1.958
H 5.969 5.186 -3.520
H 2.078 4.676 -0.466
H 2.857 4.227 -1.795
C 0.191 -5.981 -0.050
C -1.090 -5.967 0.794
C -1.840 -4.635 0.751
O -1.962 -7.006 0.333
H 0.439 -6.961 -0.464
H 1.051 -5.591 0.490
H 0.079 -5.419 -0.988
H -0.756 -6.300 1.779
H -2.700 -4.638 1.415
H -2.204 -4.574 -0.280
H -1.169 -3.782 0.858
H -2.057 -6.887 -0.619
C -1.621 -0.213 -0.502
C -0.351 0.557 -0.341
C 0.027 0.699 1.126
O 0.690 -0.134 -1.034
H -2.558 0.264 -0.207
H -1.641 -1.186 -0.009
H -1.708 -0.291 -1.591
H -0.501 1.568 -0.743
H -0.788 1.250 1.600
H 0.998 1.190 1.267
H 0.236 -0.239 1.645
H 1.481 0.454 -0.995
C 0.446 2.872 4.285
C 1.113 3.032 5.669
C 0.117 3.440 6.747
O 1.711 1.794 6.041
H 1.206 2.878 3.503
H -0.290 3.659 4.117
H -0.065 1.907 4.227
H 1.878 3.792 5.502
H -0.579 2.616 6.898
H -0.394 4.322 6.347
H 0.579 3.746 7.682
H 1.049 1.099 6.110
C 3.190 -0.053 -3.441
C 3.153 1.342 -2.893
O 2.894 1.366 -1.476
O 1.932 -0.737 -3.501
H 3.841 -0.643 -2.782
H 3.506 -0.066 -4.483
H 2.395 1.927 -3.430
H 4.121 1.836 -3.004
H 2.810 2.326 -1.188
H 1.415 -0.547 -2.700
C 4.631 1.402 4.183
C 4.753 0.609 2.892
O 5.616 1.201 1.946
O 4.128 0.524 5.187
H 3.893 2.195 4.008
H 5.573 1.826 4.541
H 3.714 0.433 2.586
H 5.167 -0.376 3.142
H 5.434 0.796 1.088
H 3.215 0.803 5.358